# F2HNOS

A 2-piece molecular cluster, F2HNOS overall (the ωB97M-V functional and the def2-TZVPD basis, the Open Molecules 2025 dataset).

The geometry in ORCA input format:
```
! wB97M-V def2-TZVPD RIJCOSX def2/J DEFGRID3
* xyz 0 1
H -0.25 -0.57 -1.79
F 2.14 -3.18 0.09
S 1.85 -1.60 -0.25
F 2.08 -1.79 -1.88
O 2.97 -0.87 0.19
N -0.45 -0.44 -0.73
*
```

**Lowest unoccupied orbital energy (spin up / spin down)**: -1.95 / -1.81 eV
**HOMO level (spin up / spin down)**: -0.4232 / -0.4135 Ha
**Gap between HOMO and LUMO (spin up / spin down)**: 9.5661 / 9.4404 eV

Taken from the Mulliken analysis, the atomic charges in e are: H 0.278; F -0.236; S 0.871; F -0.247; O -0.384; N -0.282

---

# F2HNS

A 2-piece molecular cluster, F2HNS overall (the ωB97M-V functional and the def2-TZVPD basis, the Open Molecules 2025 dataset).

The geometry in ORCA input format:
```
! wB97M-V def2-TZVPD RIJCOSX def2/J DEFGRID3
* xyz 0 1
S -0.69 0.30 0.33
H 1.27 -0.95 0.65
F -1.81 -0.54 -0.61
N 0.44 -0.43 0.90
F 0.79 1.61 -1.26
*
```

**Lowest unoccupied orbital energy (spin up / spin down)**: -2.85 / -2.49 eV
**HOMO level (spin up / spin down)**: -0.3702 / -0.4307 Ha
**Gap between HOMO and LUMO (spin up / spin down)**: 7.2209 / 9.2317 eV

Taken from the Mulliken analysis, the atomic charges in e are: S 0.635; H 0.315; F -0.248; N -0.169; F -0.533

---

# F2Li3

F2Li3 as an isolated structure (the ωB97M-V functional and the def2-TZVPD basis, the Open Molecules 2025 dataset).

The geometry in ORCA input format:
```
! wB97M-V def2-TZVPD RIJCOSX def2/J DEFGRID3
* xyz 1 1
Li -7.42 5.74 -2.91
Li -6.15 5.91 0.71
F -7.15 5.65 -1.00
Li -8.81 6.09 -0.12
F -5.48 5.43 -3.21
*
```

**Lowest unoccupied orbital energy**: -6.14 eV
**HOMO level**: -0.4250 Ha
**Gap between HOMO and LUMO**: 5.4284 eV

Taken from the Mulliken analysis, the atomic charges in e are: Li 0.864; Li 0.948; F -0.852; Li 0.938; F -0.898

---

# F2O5S2

F2O5S2 as an isolated structure (the ωB97M-V functional and the def2-TZVPD basis, the Open Molecules 2025 dataset).

The geometry in ORCA input format:
```
! wB97M-V def2-TZVPD RIJCOSX def2/J DEFGRID3
* xyz 0 1
O -0.88 0.31 0.30
S 0.00 -0.75 1.10
O -0.78 -1.37 2.14
O -0.62 1.98 -1.44
O 0.58 -1.60 0.15
O -0.48 -0.42 -1.95
F 1.04 0.27 1.59
F 1.39 0.87 -0.78
S -0.25 0.70 -1.11
*
```

**Lowest unoccupied orbital energy**: -0.02 eV
**HOMO level**: -0.4787 Ha
**Gap between HOMO and LUMO**: 13.0053 eV

Atom charges from the Mulliken analysis, given in e for atoms 1 to 6: O -0.203; S 1.208; O -0.502; O -0.465; O -0.452; O -0.454

---

# F3H3SSi2

One molecule with the formula F3H3SSi2 (the ωB97M-V functional and the def2-TZVPD basis, the Open Molecules 2025 dataset).

The geometry in ORCA input format:
```
! wB97M-V def2-TZVPD RIJCOSX def2/J DEFGRID3
* xyz 0 1
H -2.34 1.02 1.41
Si 0.85 -1.43 -0.44
Si -0.12 0.81 -0.06
H 1.36 -1.64 -1.70
F 0.70 1.48 1.11
F -0.44 -2.36 -0.23
S -2.13 1.97 0.50
F 0.34 1.80 -1.22
H 1.78 -1.64 0.62
*
```

**Lowest unoccupied orbital energy**: -0.91 eV
**HOMO level**: -0.3511 Ha
**SMILES string**: F[SiH2][Si](F)(F)S
**Gap between HOMO and LUMO**: 8.6437 eV

Atom charges from the Mulliken analysis, given in e for atoms 1 to 6: H 0.109; Si 0.493; Si 0.583; H -0.089; F -0.207; F -0.252

---

# F3H3SSi2

One molecule with the formula F3H3SSi2 (the ωB97M-V functional and the def2-TZVPD basis, the Open Molecules 2025 dataset).

The geometry in ORCA input format:
```
! wB97M-V def2-TZVPD RIJCOSX def2/J DEFGRID3
* xyz 0 1
F 3.57 -0.50 1.50
Si 0.86 -0.08 -0.71
H 0.88 -0.43 -2.15
H -0.11 1.00 -0.50
S -0.04 -1.73 0.51
H -1.19 -2.07 -0.26
Si 3.06 -0.07 0.06
F 3.79 1.30 -0.32
F 3.88 -0.99 -0.94
*
```

**Lowest unoccupied orbital energy**: -0.13 eV
**HOMO level**: -0.3651 Ha
**SMILES string**: F[Si](F)(F)[SiH2]S
**Gap between HOMO and LUMO**: 9.8013 eV

Atom charges from the Mulliken analysis, given in e for atoms 1 to 6: F -0.233; Si 0.268; H -0.060; H -0.086; S -0.351; H 0.157

---

# F3NOS2

One molecule with the formula F3NOS2 (the ωB97M-V functional and the def2-TZVPD basis, the Open Molecules 2025 dataset).

The geometry in ORCA input format:
```
! wB97M-V def2-TZVPD RIJCOSX def2/J DEFGRID3
* xyz 0 1
F 0.82 -1.81 0.31
N -3.02 0.59 0.13
F 1.69 1.52 0.13
S -1.84 -0.15 -0.22
S 1.27 -0.10 0.37
F 1.34 -0.33 -1.25
O -0.26 0.27 0.54
*
```

**Lowest unoccupied orbital energy**: -1.99 eV
**HOMO level**: -0.4253 Ha
**Gap between HOMO and LUMO**: 9.5838 eV

Atom charges from the Mulliken analysis, given in e for atoms 1 to 6: F -0.409; N -0.168; F -0.300; S 0.550; S 0.854; F -0.198

---

# F4N2O8RbS4

F4N2O8RbS4 as an isolated structure (the ωB97M-V functional and the def2-TZVPD basis, the Open Molecules 2025 dataset).

The geometry in ORCA input format:
```
! wB97M-V def2-TZVPD RIJCOSX def2/J DEFGRID3
* xyz -1 1
O 0.07 1.23 0.69
O 2.02 1.64 2.32
F 0.76 -0.29 2.42
F 2.05 -1.50 -0.50
O -2.20 2.89 1.96
N -0.18 -2.18 -1.38
F -1.17 3.93 3.87
F -2.15 -2.93 -2.32
O 2.22 -2.34 -2.69
S 0.67 1.25 2.03
Rb -2.16 -0.10 -0.70
O -0.76 -1.92 -3.86
O 0.08 4.03 2.00
O 1.34 -0.08 -2.18
O -0.18 -4.18 -2.93
S -0.84 3.04 2.55
S -0.57 -2.79 -2.69
N -0.27 1.83 3.35
S 1.27 -1.51 -1.94
*
```

**Lowest unoccupied orbital energy**: 1.40 eV
**HOMO level**: -0.2645 Ha
**Gap between HOMO and LUMO**: 8.5938 eV

Atom charges from the Mulliken analysis, given in e for atoms 1 to 6: O -0.492; O -0.567; F -0.256; F -0.285; O -0.620; N -0.235

---

For the records above, the corresponding ΔE to the lowest compared entry with this formula, charge and spin values read 3.213, 2.560, 2.751, 0.000, 1.392, 0.398, 1.513, 2.626 eV.